one:
Density functional theory data (wB97M-V/def2-TZVPD) for an isolated molecule of C2H6N2O.

The HOMO-LUMO gap comes out at 9.249 eV.

Last column: Mulliken charge in e.
Geometry (Å):
C  -1.901  -0.469  -0.028  -0.64
C  0.126  0.840  0.016  0.08
H  -1.757  -0.916  0.896  0.31
H  -1.498  -1.100  -0.800  0.31
H  -3.017  -0.191  0.059  0.22
H  0.501  1.818  0.122  0.46
H  2.783  -0.623  0.644  0.23
H  2.790  -0.017  -0.808  0.21
N  0.899  -0.157  -0.115  -0.18
N  2.247  -0.001  0.058  -0.68
O  -1.173  0.815  -0.044  -0.33

two:
Density functional theory data (wB97M-V/def2-TZVPD) for a cluster of 2 separate species, C2H6N2O in total.

The HOMO-LUMO gap comes out at 8.769 eV.

Last column: Mulliken charge in e.
Geometry (Å):
C  -1.233  -0.308  2.150  -0.11
N  -0.189  -0.594  1.490  -0.66
H  -1.626  -0.785  3.087  0.23
H  -2.053  0.345  1.794  0.20
H  0.462  0.201  1.545  0.31
C  1.322  0.434  -2.009  0.14
N  0.245  0.048  -1.289  -0.28
O  1.986  1.434  -1.897  -0.54
H  1.396  -0.230  -2.897  0.25
H  -0.012  0.167  -0.305  0.24
H  -0.299  -0.710  -1.668  0.23

three:
Density functional theory data (wB97M-V/def2-TZVPD) for a cluster of 2 separate species, C2H6N2O in total.

The HOMO-LUMO gap comes out at 10.446 eV.

Last column: Mulliken charge in e.
Geometry (Å):
O  -2.295  -0.400  2.494  -0.45
C  -1.443  0.478  2.187  0.14
H  -1.004  0.459  1.114  0.04
H  -0.937  1.279  2.761  0.24
N  0.494  -1.255  -0.800  -0.48
C  1.106  -0.122  -1.144  0.08
N  0.500  1.033  -1.109  -0.64
H  0.932  -1.946  -1.387  0.27
H  -0.516  -1.070  -0.928  0.28
H  2.100  -0.208  -1.594  0.30
H  1.064  1.752  -1.594  0.22

How do the structures above rank in stability at the extremes? three comes first and two comes last.